107
Properties=species:S:1:pos:R:3 method="wB97M-V/def2-TZVPD" multiplicity=2 max_force_ha_per_bohr=0.0439 gap_ev="7.060 / 7.203" e_tot_ha=-3455.2209
Ti -0.159 -0.144 -0.157
O -2.823 -1.218 4.449
C -2.496 0.082 4.518
C -2.782 0.746 5.713
C -2.457 2.076 5.869
C -1.837 2.790 4.840
C -1.558 2.139 3.657
C -1.880 0.792 3.469
C -1.521 0.170 2.182
O -0.979 0.914 1.261
N -1.731 -1.117 2.034
N -1.232 -1.558 0.790
C -1.445 -2.759 0.440
C -1.085 -3.275 -0.890
C -1.334 -4.624 -1.156
C -1.050 -5.178 -2.388
C -0.506 -4.362 -3.384
C -0.251 -3.027 -3.151
C -0.533 -2.466 -1.902
O -0.279 -1.180 -1.681
H -2.489 -1.566 3.585
H -3.253 0.181 6.508
H -2.681 2.570 6.806
H -1.580 3.832 4.968
H -1.078 2.661 2.840
H -1.935 -3.424 1.151
H -1.753 -5.241 -0.368
H -1.250 -6.223 -2.578
H -0.278 -4.783 -4.356
H 0.183 -2.392 -3.912
C 1.659 0.574 -3.570
C 2.014 1.886 -2.866
C 1.560 3.060 -3.735
P 1.324 1.909 -1.138
C 0.916 3.667 -0.741
C 2.072 4.661 -0.627
C 0.080 3.749 0.536
C 2.795 1.424 -0.154
C 4.000 2.133 -0.239
C 5.152 1.762 0.428
C 6.425 2.560 0.313
C 5.083 0.598 1.193
C 3.929 -0.155 1.267
C 2.755 0.230 0.596
N 1.596 -0.555 0.656
C 1.719 -1.850 1.264
C 2.089 -2.949 0.483
C 2.594 -2.789 -0.927
C 2.029 -4.224 1.041
C 1.640 -4.432 2.358
C 1.571 -5.822 2.939
C 1.364 -3.314 3.137
C 1.422 -2.026 2.620
C 1.223 -0.849 3.538
H 2.302 0.448 -4.445
H 0.618 0.579 -3.907
H 1.783 -0.299 -2.930
H 3.098 1.904 -2.742
H 0.468 3.115 -3.786
H 1.915 2.909 -4.758
H 1.930 4.025 -3.398
H 0.272 3.964 -1.575
H 2.651 4.466 0.276
H 1.658 5.670 -0.541
H 2.757 4.659 -1.473
H 0.692 3.499 1.407
H -0.773 3.074 0.531
H -0.286 4.771 0.667
H 4.049 3.008 -0.875
H 6.237 3.529 -0.151
H 7.174 2.045 -0.293
H 6.874 2.744 1.291
H 5.963 0.262 1.734
H 3.924 -1.070 1.846
H 3.688 -2.755 -0.931
H 2.245 -1.866 -1.386
H 2.286 -3.630 -1.551
H 2.287 -5.077 0.419
H 1.328 -6.562 2.175
H 0.815 -5.885 3.724
H 2.526 -6.114 3.382
H 1.095 -3.447 4.182
H 0.414 -1.026 4.248
H 1.015 0.068 2.989
H 2.135 -0.674 4.117
C -5.521 -1.203 -2.633
C -5.270 0.151 -1.966
Sb -3.244 0.507 -1.401
C -2.529 1.216 -3.296
C -2.324 0.158 -4.377
C -3.594 2.521 -0.764
C -4.113 2.668 0.663
H -6.588 -1.392 -2.771
H -5.121 -2.026 -2.037
H -5.055 -1.265 -3.617
H -5.849 0.232 -1.043
H -5.562 0.988 -2.607
H -1.583 1.714 -3.064
H -3.233 1.989 -3.616
H -1.605 -0.601 -4.059
H -1.951 0.595 -5.307
H -3.254 -0.359 -4.620
H -4.300 2.936 -1.489
H -2.647 3.050 -0.896
H -5.052 2.129 0.808
H -4.303 3.713 0.920
H -3.400 2.281 1.397

=====

110
Properties=species:S:1:pos:R:3 method="wB97M-V/def2-TZVPD" multiplicity=1 max_force_ha_per_bohr=0.0079 gap_ev=7.965 e_tot_ha=-4869.2534 total_charge=+2
Pb -0.035 0.101 -0.291
C 3.939 3.653 -2.139
C 3.463 2.367 -1.554
C 4.225 1.303 -1.110
C 3.325 0.336 -0.657
N 2.078 0.809 -0.819
N 2.171 2.052 -1.370
B 0.931 2.885 -1.781
N 0.057 2.058 -2.757
N -0.362 0.792 -2.476
C -1.007 0.321 -3.555
C -0.993 1.307 -4.542
C -0.314 2.387 -4.005
C -0.028 3.695 -4.657
C -1.605 -1.059 -3.702
C -1.035 -1.688 -4.984
C -1.291 -1.992 -2.531
C -3.131 -0.935 -3.831
N 0.104 3.249 -0.531
N -0.473 2.291 0.240
C -1.157 2.905 1.223
C -0.968 4.279 1.091
C -0.176 4.461 -0.033
C 0.291 5.746 -0.624
C -1.959 2.187 2.288
C -2.895 1.131 1.683
C -2.831 3.209 3.025
C -1.003 1.523 3.290
C 3.718 -1.018 -0.113
C 4.465 -0.823 1.216
C 4.659 -1.675 -1.137
C 2.544 -1.960 0.139
H 5.025 3.675 -2.127
H 3.599 3.764 -3.169
H 3.565 4.504 -1.568
H 5.300 1.245 -1.124
H 1.288 3.877 -2.321
H -1.417 1.252 -5.530
H -0.461 3.707 -5.653
H -0.451 4.522 -4.086
H 1.045 3.865 -4.751
H 0.054 -1.733 -4.941
H -1.419 -2.702 -5.108
H -1.318 -1.113 -5.865
H -0.214 -2.085 -2.368
H -1.774 -1.650 -1.611
H -1.680 -2.987 -2.752
H -3.400 -0.262 -4.645
H -3.565 -1.915 -4.041
H -3.571 -0.544 -2.910
H -1.373 5.060 1.711
H -0.074 6.574 -0.022
H 1.379 5.797 -0.659
H -0.079 5.869 -1.643
H -3.508 1.560 0.887
H -2.352 0.275 1.284
H -3.558 0.750 2.462
H -3.495 3.725 2.329
H -3.442 2.705 3.774
H -2.222 3.953 3.538
H -0.314 0.838 2.791
H -0.406 2.276 3.805
H -1.571 0.970 4.041
H 5.328 -0.170 1.087
H 3.805 -0.382 1.965
H 4.820 -1.788 1.580
H 5.598 -1.128 -1.210
H 4.886 -2.698 -0.833
H 4.202 -1.703 -2.128
H 1.899 -1.583 0.934
H 1.964 -2.141 -0.772
H 2.933 -2.921 0.480
S -0.689 -2.446 2.413
C -1.166 -3.696 3.622
C -0.596 -4.045 4.824
C -1.203 -5.084 5.530
C -2.325 -5.745 5.045
C -2.894 -5.386 3.827
C -2.299 -4.351 3.136
As -2.487 -3.391 1.495
C -4.017 -2.249 1.391
C -4.759 -2.025 2.546
C -5.866 -1.194 2.477
C -6.214 -0.597 1.272
C -5.464 -0.826 0.125
C -4.357 -1.657 0.178
C -2.244 -4.440 -0.089
C -3.381 -4.811 -0.802
C -3.250 -5.726 -1.834
C -2.004 -6.259 -2.137
C -0.876 -5.873 -1.423
C -0.990 -4.962 -0.386
H 0.284 -3.545 5.206
H -0.781 -5.385 6.480
H -2.761 -6.549 5.621
H -3.764 -5.901 3.440
H -4.477 -2.495 3.480
H -6.458 -1.019 3.365
H -7.081 0.048 1.226
H -5.742 -0.363 -0.812
H -3.767 -1.854 -0.711
H -4.349 -4.393 -0.552
H -4.125 -6.025 -2.395
H -1.913 -6.989 -2.930
H 0.093 -6.286 -1.666
H -0.119 -4.656 0.183
N 2.386 2.066 2.074
H 3.158 1.745 2.648
H 1.950 2.831 2.578
H 2.800 2.470 1.238

=====

109
Properties=species:S:1:pos:R:3 method="wB97M-V/def2-TZVPD" multiplicity=3 max_force_ha_per_bohr=0.0097 gap_ev="7.292 / 6.894" e_tot_ha=-5219.3952 total_charge=+1
Au 0.161 0.575 0.765
C -1.015 1.875 3.638
Si -0.132 0.277 3.245
C 1.580 0.303 4.066
C 2.378 -0.964 3.739
C 2.359 1.530 3.570
C 1.434 0.435 5.593
C -1.242 -1.238 3.558
C -0.891 -2.368 2.578
C -1.100 -1.761 4.993
C -2.704 -0.827 3.334
H -1.319 1.881 4.691
H -1.912 2.003 3.031
H -0.368 2.734 3.459
H 2.512 -1.080 2.662
H 1.895 -1.865 4.122
H 3.374 -0.906 4.192
H 2.474 1.545 2.485
H 3.361 1.525 4.011
H 1.878 2.465 3.861
H 0.960 -0.430 6.053
H 0.864 1.323 5.875
H 2.430 0.538 6.036
H 0.162 -2.656 2.643
H -1.102 -2.075 1.546
H -1.492 -3.255 2.804
H -0.104 -2.159 5.194
H -1.814 -2.578 5.142
H -1.319 -0.997 5.742
H -2.863 -0.438 2.327
H -3.032 -0.074 4.053
H -3.346 -1.706 3.459
C 5.023 -2.417 1.239
C 4.720 -3.190 -0.041
C 3.396 -3.949 0.003
C 2.161 -3.058 0.060
N 1.956 -2.311 -1.188
C 2.065 -0.983 -1.367
Se 2.517 0.286 -0.053
N 1.790 -0.696 -2.650
C 1.763 0.631 -3.276
C 2.932 0.885 -4.219
C 4.291 1.062 -3.537
C 4.981 -0.245 -3.156
C 1.490 -1.874 -3.323
C 1.114 -2.108 -4.642
C 0.843 -3.418 -4.983
C 0.936 -4.457 -4.043
C 1.305 -4.220 -2.734
C 1.589 -2.900 -2.395
H 6.038 -2.022 1.223
H 4.934 -3.066 2.114
H 4.350 -1.571 1.379
H 5.517 -3.914 -0.219
H 4.730 -2.516 -0.903
H 3.373 -4.589 0.889
H 3.323 -4.612 -0.862
H 2.235 -2.322 0.857
H 1.256 -3.645 0.230
H 1.754 1.358 -2.465
H 0.810 0.707 -3.804
H 2.680 1.792 -4.774
H 2.996 0.079 -4.955
H 4.171 1.691 -2.650
H 4.941 1.613 -4.218
H 4.488 -0.749 -2.323
H 6.013 -0.068 -2.850
H 5.003 -0.939 -4.000
H 1.035 -1.308 -5.364
H 0.548 -3.650 -5.997
H 0.711 -5.468 -4.353
H 1.364 -5.022 -2.013
O -0.847 2.850 -1.159
B -0.012 2.504 -0.108
O 0.457 3.621 0.570
C -0.152 4.695 -0.062
C -0.051 6.032 0.236
C -0.792 6.901 -0.565
C -1.588 6.432 -1.607
C -1.677 5.070 -1.897
C -0.939 4.232 -1.097
H 0.568 6.386 1.049
H -0.746 7.964 -0.372
H -2.148 7.137 -2.205
H -2.294 4.689 -2.699
O -2.079 0.028 0.202
S -2.688 0.171 -1.184
C -4.009 -1.001 -1.237
C -4.960 -1.038 -0.220
C -5.939 -2.012 -0.259
C -5.964 -2.934 -1.304
C -5.012 -2.889 -2.308
C -4.017 -1.918 -2.274
C -3.593 1.699 -1.127
C -4.087 2.218 -2.315
C -4.744 3.438 -2.291
C -4.885 4.128 -1.093
C -4.376 3.600 0.084
C -3.720 2.376 0.074
H -4.930 -0.312 0.583
H -6.686 -2.057 0.522
H -6.738 -3.689 -1.331
H -5.035 -3.612 -3.112
H -3.260 -1.874 -3.048
H -3.966 1.677 -3.246
H -5.139 3.855 -3.208
H -5.385 5.087 -1.082
H -4.486 4.143 1.013
H -3.292 1.956 0.975

=====

119
Properties=species:S:1:pos:R:3 method="wB97M-V/def2-TZVPD" multiplicity=3 max_force_ha_per_bohr=0.0264 gap_ev="6.935 / 5.811" e_tot_ha=-4282.6160 total_charge=+1
W 0.025 0.237 0.580
C -3.893 3.762 0.630
C -3.832 2.556 -0.254
C -4.931 1.940 -0.769
C -4.804 0.799 -1.602
N -3.633 0.294 -1.872
N -2.572 0.885 -1.335
B -1.165 0.341 -1.691
N -0.675 1.207 -2.855
N -1.629 1.429 -3.768
C -1.301 2.001 -4.886
C 0.037 2.432 -5.108
C 0.996 2.223 -4.171
C 2.410 2.680 -4.337
C 0.608 1.521 -2.983
S 1.657 1.047 -1.752
C -2.425 2.131 -5.913
C -3.652 2.768 -5.245
C -1.999 2.977 -7.112
C -2.786 0.713 -6.383
N -1.151 -1.121 -2.097
N -0.600 -1.413 -3.287
C -0.661 -2.640 -3.700
C -1.346 -3.637 -2.939
C -1.867 -3.350 -1.723
C -2.545 -4.360 -0.850
C -1.687 -2.014 -1.252
S -2.083 -1.485 0.306
C 0.017 -2.978 -5.016
C 0.710 -1.746 -5.600
C 1.067 -4.068 -4.750
C -1.040 -3.488 -6.005
C -2.587 1.957 -0.564
S -1.060 2.510 0.030
C -6.022 0.110 -2.192
C -6.889 1.147 -2.922
C -5.603 -0.979 -3.180
C -6.818 -0.520 -1.040
H -4.924 4.020 0.867
H -3.420 4.619 0.142
H -3.341 3.581 1.554
H -5.918 2.314 -0.524
H 0.293 2.943 -6.027
H 2.505 3.358 -5.184
H 3.073 1.824 -4.490
H 2.749 3.181 -3.430
H -3.435 3.791 -4.922
H -3.954 2.188 -4.370
H -4.483 2.801 -5.953
H -1.671 3.974 -6.807
H -2.849 3.100 -7.785
H -1.196 2.502 -7.681
H -3.087 0.098 -5.531
H -1.932 0.233 -6.871
H -3.609 0.754 -7.100
H -1.433 -4.644 -3.333
H -2.677 -5.304 -1.377
H -3.519 -3.992 -0.521
H -1.952 -4.531 0.052
H 1.462 -1.354 -4.911
H -0.007 -0.947 -5.804
H 1.203 -2.023 -6.535
H 1.803 -3.725 -4.018
H 1.594 -4.304 -5.676
H 0.616 -4.991 -4.378
H -1.809 -2.730 -6.174
H -1.529 -4.397 -5.647
H -0.568 -3.717 -6.963
H -6.306 1.695 -3.667
H -7.335 1.868 -2.233
H -7.705 0.637 -3.438
H -5.023 -0.561 -4.007
H -6.497 -1.454 -3.588
H -4.994 -1.744 -2.693
H -7.139 0.228 -0.310
H -6.218 -1.271 -0.520
H -7.712 -1.007 -1.436
C 4.698 3.705 -0.614
C 4.400 2.993 0.700
N 4.368 1.530 0.557
C 5.642 0.887 0.179
C 6.456 0.495 1.406
C 3.315 0.774 0.846
S 1.857 1.553 1.458
N 3.484 -0.545 0.759
C 2.594 -1.445 0.438
O 1.426 -1.211 -0.046
C 2.990 -2.870 0.531
C 2.273 -3.825 -0.184
C 2.635 -5.160 -0.114
C 3.703 -5.547 0.687
C 4.407 -4.597 1.416
C 4.055 -3.259 1.336
H 4.451 4.762 -0.511
H 4.094 3.281 -1.417
H 5.750 3.641 -0.896
H 3.438 3.321 1.075
H 5.149 3.244 1.454
H 6.190 1.598 -0.433
H 5.424 0.017 -0.428
H 6.776 1.373 1.969
H 7.347 -0.056 1.101
H 5.864 -0.145 2.061
H 1.436 -3.507 -0.794
H 2.083 -5.902 -0.679
H 3.985 -6.590 0.748
H 5.236 -4.899 2.044
H 4.591 -2.510 1.907
C -3.122 1.134 3.441
O -2.395 0.800 2.245
C -1.042 0.968 2.328
O -0.526 1.472 3.287
H -4.170 1.157 3.155
H -2.802 2.098 3.830
H -2.952 0.371 4.199
F 0.155 -2.609 1.698
C 0.052 -1.334 2.156
F 1.193 -1.139 2.880
F -0.947 -1.405 3.077